#one
Density functional theory data (wB97M-V/def2-TZVPD) for an isolated ion of composition C6H9N2 and charge +1.

Geometry as ORCA input:
```
! RIJCOSX wB97M-V def2-TZVPD def2/J DEFGRID3
* xyz 1 1
C -1.151 -1.986 -1.203
C -1.598 -0.631 -1.195
C 0.189 -0.857 0.056
C 1.346 -0.728 0.790
C 1.795 0.586 1.295
C -0.845 1.495 -0.212
N -0.104 -2.056 -0.442
N -0.780 0.077 -0.436
H -1.666 -2.778 -1.784
H -2.307 -0.144 -1.745
H 1.934 -1.691 0.728
H 1.758 1.349 0.504
H 2.724 0.519 1.915
H 1.133 1.033 1.952
H -0.601 1.721 0.881
H -1.806 2.098 -0.395
H -0.021 1.991 -0.711
*
```

The value obtained for the lowest unoccupied orbital energy is -6.08 eV. For the HOMO energy, the calculation gives -14.63 eV.

#two
Density functional theory data (wB97M-V/def2-TZVPD) for an isolated ion of composition C6H9N2 and charge +1.

Geometry as ORCA input:
```
! RIJCOSX wB97M-V def2-TZVPD def2/J DEFGRID3
* xyz 1 1
C 2.420 -0.107 -0.286
C -2.553 -0.197 -0.277
C -1.303 0.391 -0.303
C -0.092 -0.363 -0.115
C 0.017 -1.807 0.274
C 1.079 1.861 0.170
N 3.440 -0.618 -0.366
N 1.266 0.485 -0.090
H -3.465 0.058 -0.626
H -2.629 -1.210 0.221
H -1.155 1.394 -0.647
H 0.867 -1.944 0.845
H -0.828 -2.017 0.931
H -0.027 -2.512 -0.575
H 1.886 2.126 0.774
H 0.140 1.879 0.687
H 0.938 2.581 -0.618
*
```

The value obtained for the lowest unoccupied orbital energy (spin up / spin down) is -7.06 / -7.06 eV. For the HOMO energy (spin up / spin down), the calculation gives -14.49 / -14.49 eV.

#three
Density functional theory data (wB97M-V/def2-TZVPD) for an isolated ion of composition C6H9N2 and charge +1.

Geometry as ORCA input:
```
! RIJCOSX wB97M-V def2-TZVPD def2/J DEFGRID3
* xyz 1 1
C -0.596 1.757 0.405
C 0.307 1.736 -0.630
C -0.884 0.722 1.291
C 1.209 0.704 -1.082
C 1.736 -0.160 -0.023
C -0.698 -0.731 1.449
N -1.089 0.334 2.445
N -1.743 -1.659 0.920
H -1.083 2.671 0.522
H 0.301 2.582 -1.193
H 0.795 0.162 -1.905
H 1.957 1.300 -1.443
H 2.178 -1.104 -0.176
H 1.682 0.146 0.995
H -2.477 -1.826 1.704
H -1.423 -2.627 0.509
H -2.098 -1.273 0.046
*
```

The value obtained for the lowest unoccupied orbital energy (spin up / spin down) is -4.01 / -5.41 eV. For the HOMO energy (spin up / spin down), the calculation gives -13.75 / -11.98 eV.

Result of the stability comparison: #three is the least stable of them.

#one
Density functional theory data (wB97M-V/def2-TZVPD) for a 2-piece molecular cluster, C2H6N3O2 overall.

Geometry as ORCA input:
```
! RIJCOSX wB97M-V def2-TZVPD def2/J DEFGRID3
* xyz -1 1
C 0.651 -0.840 0.351
C 0.426 0.415 -0.439
N 1.256 1.408 -0.154
N -1.535 0.804 0.399
N 1.163 2.497 -0.880
O 0.193 2.788 -1.628
O 2.108 3.353 -0.776
H 1.551 -0.757 0.970
H 0.700 -1.670 -0.393
H -0.216 -0.948 0.950
H 0.039 0.296 -1.373
H -2.194 0.743 -0.387
H -1.251 1.810 0.654
*
```

The value obtained for the lowest unoccupied orbital energy (spin up / spin down) is 4.37 / 4.37 eV. For the HOMO energy (spin up / spin down), the calculation gives -3.59 / -3.58 eV.

#two
Density functional theory data (wB97M-V/def2-TZVPD) for a 2-piece molecular cluster, C2H6N3O2 overall.

Geometry as ORCA input:
```
! RIJCOSX wB97M-V def2-TZVPD def2/J DEFGRID3
* xyz -1 1
C -0.364 2.238 -1.351
C -0.109 1.741 2.030
N -1.752 0.401 -1.529
N -1.106 1.119 -0.717
N 0.617 0.794 1.149
O 0.440 -0.414 1.412
O -2.489 -0.529 -1.167
H -0.152 2.149 -2.428
H -1.011 3.180 -1.306
H 0.599 2.377 -0.795
H -0.669 1.225 2.768
H 0.713 2.371 2.435
H -0.833 2.411 1.645
*
```

The value obtained for the lowest unoccupied orbital energy is 3.90 eV. For the HOMO energy, the calculation gives -2.25 eV.

Result of the stability comparison: #two is the least stable of them.

#one
Density functional theory data (wB97M-V/def2-TZVPD) for C39H42BCsN10O2SSi as an isolated structure.

Geometry as ORCA input:
```
! RIJCOSX wB97M-V def2-TZVPD def2/J DEFGRID3
* xyz -1 2
Cs 0.373 0.752 -0.225
C -1.303 2.283 -3.309
C -2.410 1.692 -2.493
C -3.586 1.056 -2.932
C -4.229 0.696 -1.770
N -3.477 1.102 -0.723
N -2.363 1.713 -1.171
B -3.726 0.728 0.767
N -3.254 -0.717 1.032
C -3.859 -1.873 0.706
C -3.001 -2.905 1.016
C -1.864 -2.264 1.537
C -0.598 -2.874 2.048
N -2.026 -0.947 1.551
N -3.075 1.667 1.792
C -3.634 1.938 2.994
C -2.745 2.696 3.716
C -1.637 2.834 2.861
C -0.352 3.553 3.113
N -1.844 2.209 1.713
N -5.259 0.823 0.964
C -6.026 1.867 0.588
C -7.273 1.700 1.143
C -7.173 0.497 1.869
C -8.225 -0.194 2.675
N -5.957 -0.015 1.760
H -1.615 2.315 -4.353
H -0.381 1.694 -3.264
H -1.067 3.297 -2.984
H -3.909 0.885 -3.944
H -5.166 0.188 -1.608
H -4.858 -1.875 0.306
H -3.170 -3.962 0.893
H -0.563 -3.942 1.833
H -0.504 -2.742 3.128
H 0.272 -2.409 1.578
H -4.616 1.569 3.237
H -2.874 3.096 4.708
H -0.482 4.354 3.842
H 0.029 3.987 2.189
H 0.409 2.877 3.509
H -5.624 2.649 -0.034
H -8.130 2.344 1.040
H -9.137 0.401 2.712
H -7.884 -0.360 3.697
H -8.471 -1.167 2.247
O 3.344 1.364 -3.185
S 3.093 0.464 -2.078
O 2.956 1.077 -0.763
N 1.896 -0.520 -2.223
C 1.601 -1.241 -3.346
C 2.408 -1.429 -4.452
C 1.988 -2.237 -5.526
C 0.772 -2.861 -5.521
C -0.094 -2.687 -4.414
C -1.377 -3.280 -4.343
C -2.166 -3.049 -3.254
C -1.669 -2.220 -2.224
N -0.488 -1.664 -2.248
C 0.309 -1.883 -3.326
C 4.588 -0.528 -1.925
C 4.546 -1.706 -1.193
C 5.702 -2.448 -1.012
C 6.901 -2.012 -1.567
C 6.934 -0.840 -2.308
C 5.775 -0.097 -2.491
H 3.368 -0.935 -4.512
H 2.654 -2.354 -6.372
H 0.447 -3.479 -6.350
H -1.711 -3.907 -5.163
H -3.156 -3.476 -3.165
H -2.285 -2.021 -1.355
H 3.598 -2.033 -0.782
H 5.668 -3.369 -0.443
H 7.805 -2.591 -1.426
H 7.864 -0.502 -2.748
H 5.778 0.817 -3.069
C 3.706 -1.761 2.539
Si 2.784 -0.118 2.677
C 1.904 0.039 4.344
C 3.938 1.313 2.356
C 5.231 1.112 1.863
C 6.053 2.179 1.544
C 5.600 3.480 1.708
C 4.318 3.704 2.192
C 3.500 2.632 2.507
H 4.360 -1.911 3.405
H 4.319 -1.804 1.640
H 3.002 -2.595 2.508
H 2.630 -0.003 5.162
H 1.187 -0.772 4.477
H 1.356 0.976 4.428
H 5.600 0.105 1.703
H 7.046 1.994 1.153
H 6.237 4.316 1.448
H 3.950 4.716 2.311
H 2.496 2.828 2.863
*
```

The value obtained for the lowest unoccupied orbital energy (spin up / spin down) is 2.08 / 1.65 eV. As for the expectation value of S²: 0.7537. For the HOMO energy (spin up / spin down), the calculation gives -4.70 / -5.04 eV.

#two
Density functional theory data (wB97M-V/def2-TZVPD) for C39H42BCsN10O2SSi as an isolated structure.

Geometry as ORCA input:
```
! RIJCOSX wB97M-V def2-TZVPD def2/J DEFGRID3
* xyz -1 2
Cs 0.879 0.741 0.831
C -0.691 4.295 -1.499
C -1.686 4.006 -0.422
C -2.925 4.635 -0.184
C -3.390 4.053 0.970
N -2.473 3.147 1.377
N -1.432 3.106 0.516
B -2.585 2.195 2.590
N -2.710 0.728 2.109
C -3.693 0.170 1.375
C -3.397 -1.165 1.219
C -2.184 -1.342 1.912
C -1.387 -2.597 2.099
N -1.778 -0.195 2.439
N -1.390 2.299 3.551
C -1.387 1.859 4.828
C -0.095 1.898 5.289
C 0.651 2.374 4.193
C 2.128 2.560 4.061
N -0.136 2.606 3.154
N -3.841 2.632 3.392
C -3.904 3.706 4.208
C -5.212 3.848 4.613
C -5.892 2.791 3.979
C -7.345 2.439 4.054
N -5.056 2.064 3.252
H -1.138 4.235 -2.493
H 0.133 3.584 -1.450
H -0.277 5.299 -1.384
H -3.400 5.408 -0.765
H -4.295 4.213 1.533
H -4.531 0.758 1.045
H -3.976 -1.911 0.697
H -1.764 -3.398 1.463
H -1.433 -2.933 3.137
H -0.335 -2.441 1.852
H -2.306 1.549 5.300
H 0.265 1.622 6.267
H 2.598 2.779 5.020
H 2.349 3.374 3.371
H 2.599 1.655 3.664
H -3.020 4.281 4.431
H -5.615 4.599 5.273
H -7.866 3.098 4.748
H -7.477 1.410 4.393
H -7.819 2.528 3.076
O 5.632 0.441 0.044
S 4.391 -0.298 -0.030
O 3.671 -0.497 1.216
N 3.345 0.214 -1.084
C 3.695 0.683 -2.324
C 4.967 0.746 -2.875
C 5.192 1.208 -4.184
C 4.171 1.632 -4.983
C 2.853 1.617 -4.468
C 1.748 2.056 -5.230
C 0.500 2.040 -4.685
C 0.355 1.582 -3.362
N 1.348 1.158 -2.621
C 2.601 1.160 -3.149
C 4.842 -1.945 -0.561
C 3.908 -2.969 -0.455
C 4.237 -4.244 -0.888
C 5.491 -4.495 -1.433
C 6.420 -3.470 -1.534
C 6.099 -2.192 -1.093
H 5.817 0.449 -2.280
H 6.212 1.222 -4.550
H 4.338 1.987 -5.993
H 1.925 2.403 -6.243
H -0.375 2.371 -5.229
H -0.634 1.582 -2.913
H 2.936 -2.760 -0.025
H 3.517 -5.048 -0.791
H 5.743 -5.492 -1.772
H 7.402 -3.662 -1.950
H 6.820 -1.388 -1.140
C -1.320 -1.241 -1.805
Si 0.114 -2.425 -1.620
C 1.436 -2.256 -2.937
C -0.507 -4.189 -1.518
C 0.350 -5.276 -1.723
C -0.095 -6.583 -1.595
C -1.417 -6.840 -1.253
C -2.285 -5.778 -1.042
C -1.834 -4.472 -1.171
H -1.821 -1.386 -2.768
H -0.966 -0.211 -1.762
H -2.055 -1.364 -1.008
H 0.981 -1.975 -3.892
H 1.979 -3.192 -3.072
H 2.152 -1.484 -2.655
H 1.386 -5.097 -1.989
H 0.592 -7.404 -1.763
H -1.766 -7.860 -1.151
H -3.318 -5.965 -0.775
H -2.530 -3.657 -0.998
*
```

The value obtained for the lowest unoccupied orbital energy (spin up / spin down) is 2.11 / 1.52 eV. As for the expectation value of S²: 0.7549. For the HOMO energy (spin up / spin down), the calculation gives -4.66 / -5.04 eV.

Result of the stability comparison: #one is the least stable of them.